# 1
{"formula": "C3H8O2", "method": "ωB97M-V/def2-TZVPD", "symbols": ["C", "C", "O", "C", "O", "H", "H", "H", "H", "H", "H", "H", "H"], "positions_angstrom": [[0.7785, -0.4443, -1.2529], [0.3829, 0.0867, 0.1133], [0.1975, 1.5059, 0.0806], [-0.9482, -0.4899, 0.5905], [-1.3807, 0.1803, 1.7471], [-0.0075, -0.2421, -1.9892], [0.9279, -1.5274, -1.1914], [1.7057, 0.0149, -1.6098], [1.1555, -0.1620, 0.8559], [0.9467, 1.9221, 0.5200], [-1.6839, -0.4091, -0.2290], [-0.8353, -1.5522, 0.8319], [-1.2391, 1.1170, 1.5329]], "forces_ev_per_a": [[0.00, -0.06, -0.02], [-0.01, -0.25, 0.00], [0.24, 0.21, 0.04], [0.13, -0.26, -0.27], [-0.06, 0.22, -0.01], [0.11, 0.00, 0.14], [0.00, 0.10, -0.08], [-0.12, -0.07, 0.10], [-0.13, 0.06, -0.11], [-0.13, 0.00, -0.15], [0.09, 0.05, 0.17], [-0.01, 0.14, -0.02], [-0.11, -0.16, 0.21]], "de_lowest_kj_mol": 63.47, "smiles": "C[C@@H](O)CO", "e_tot_ev": -7335.3927, "largest_force_ha_per_bohr": 0.008, "spin_multiplicity": 1, "molar_mass_g_mol": 76.1, "homo_ev": -10.1}


# 2
{"formula": "C3H8O2", "method": "ωB97M-V/def2-TZVPD", "symbols": ["C", "O", "H", "H", "H", "H", "O", "C", "C", "H", "H", "H", "H"], "positions_angstrom": [[-3.6536, 2.4258, 1.3083], [-4.3019, 2.4396, 0.0419], [-2.8136, 1.7458, 1.2680], [-3.3524, 3.4210, 1.6110], [-4.3212, 2.0315, 2.0732], [-4.5406, 3.3578, -0.1513], [3.7006, -3.8933, -1.2952], [3.3393, -3.0009, -0.5859], [3.2341, -1.5815, -1.0827], [3.0597, -3.2026, 0.4662], [3.2727, -0.8624, -0.2681], [2.3032, -1.4132, -1.6277], [4.0738, -1.4677, -1.7578]], "forces_ev_per_a": [[-0.51, -0.26, 0.04], [-0.01, 0.53, -0.09], [0.39, 0.05, -0.12], [0.32, 0.14, 0.07], [-0.20, 0.03, 0.10], [0.02, -0.49, 0.00], [0.22, -0.53, -0.22], [-0.49, 0.43, 0.13], [0.12, -0.16, 0.25], [-0.01, 0.03, 0.03], [0.10, 0.05, 0.04], [0.02, -0.19, -0.02], [0.04, 0.36, -0.22]], "de_lowest_kj_mol": 143.04, "smiles": "CC=O.CO", "e_tot_ev": -7334.5680, "largest_force_ha_per_bohr": 0.013, "spin_multiplicity": 1, "molar_mass_g_mol": 76.1, "homo_ev": -9.9}


# 3
{"formula": "C3H8O2", "method": "ωB97M-V/def2-TZVPD", "symbols": ["C", "O", "C", "C", "H", "H", "H", "H", "H", "H", "H", "H", "O"], "positions_angstrom": [[-2.2012, 0.8986, 0.3471], [1.7123, -1.0563, 1.5615], [-1.2015, 0.2923, -0.4183], [-1.4897, -0.3178, -1.6033], [-1.8604, 1.3430, 1.2756], [-3.2117, 0.7710, -0.0200], [2.2052, -1.8714, 1.6993], [-0.1579, 0.3283, -0.1194], [-2.4771, -0.3356, -2.0513], [-0.7333, -0.6739, -2.2960], [2.3742, -0.3031, 0.9759], [3.9694, 0.5412, 0.4692], [3.0718, 0.3838, 0.1798]], "forces_ev_per_a": [[1.52, -1.44, -0.97], [-0.64, 0.23, 0.04], [0.18, 0.46, 0.66], [-0.26, 0.38, -1.13], [-0.66, 0.31, -0.01], [-0.22, 0.44, 0.50], [0.07, 0.23, -0.10], [0.04, -0.04, 0.31], [-0.28, -0.05, 0.41], [0.27, -0.21, 0.49], [0.43, -0.59, -0.15], [0.15, -0.02, 0.18], [-0.59, 0.30, -0.23]], "de_lowest_kj_mol": 663.20, "e_tot_ev": -7329.1770, "largest_force_ha_per_bohr": 0.045, "spin_multiplicity": 1, "molar_mass_g_mol": 76.1, "homo_ev": -7.3}


# 4
{"formula": "C3H8O2", "method": "ωB97M-V/def2-TZVPD", "symbols": ["C", "C", "C", "O", "H", "H", "H", "H", "H", "H", "H", "H", "O"], "positions_angstrom": [[0.8202, 1.8999, 0.8301], [0.4072, 0.5670, 0.2692], [-0.6066, 0.3455, -0.5690], [-0.5527, -0.4622, -1.6619], [0.1447, 2.3809, 1.5398], [1.3547, 2.6053, 0.1985], [1.6173, 1.5743, 1.5145], [1.1457, -0.2344, 0.1578], [-1.4291, 1.0684, -0.5319], [-1.2458, -0.3436, -2.2979], [0.1760, -2.9453, -0.0361], [-1.2548, -3.4437, 0.0313], [-0.5767, -3.0120, 0.5557]], "forces_ev_per_a": [[0.92, -1.31, 2.43], [-0.01, -1.02, -2.07], [-0.39, 2.54, -0.16], [0.84, -1.32, 0.80], [-0.40, 0.17, -0.56], [-0.60, -0.05, -0.62], [0.10, 0.44, 0.15], [0.40, 0.53, 0.31], [-0.07, -0.27, -0.38], [-0.77, 0.29, 0.09], [0.08, 0.10, -0.09], [-0.08, -0.02, -0.04], [-0.02, -0.08, 0.14]], "de_lowest_kj_mol": 207.14, "smiles": "C/C=C/O.O", "e_tot_ev": -7333.9037, "largest_force_ha_per_bohr": 0.057, "spin_multiplicity": 1, "molar_mass_g_mol": 76.1, "homo_ev": -8.4}


# 5
{"formula": "C3H8O2", "method": "ωB97M-V/def2-TZVPD", "symbols": ["C", "C", "O", "C", "O", "H", "H", "H", "H", "H", "H", "H", "H"], "positions_angstrom": [[-1.6088, 0.3400, 0.2079], [-0.3203, -0.3475, -0.1776], [-0.1849, -0.5617, -1.5321], [0.9079, 0.3323, 0.4200], [2.0220, -0.3843, -0.0958], [-1.6081, 1.4013, 0.5109], [-1.5560, -0.3806, 1.0266], [-2.4621, 0.1191, -0.4436], [-0.3630, -1.4304, 0.4159], [0.6993, -0.9556, -1.5514], [0.9657, 1.4070, 0.1808], [0.8611, 0.2207, 1.5107], [2.6470, 0.2398, -0.4723]], "forces_ev_per_a": [[0.07, -0.83, 0.75], [0.19, -1.46, 0.89], [0.52, -0.08, -0.43], [-0.26, -0.06, 0.08], [0.44, 0.12, 0.08], [0.35, -0.55, -0.24], [-2.31, 1.25, 1.32], [0.40, -0.09, 0.15], [0.43, 2.02, -1.71], [0.11, -0.04, -0.70], [-0.11, -0.34, -0.12], [0.12, 0.13, -0.11], [0.04, -0.07, 0.04]], "de_lowest_kj_mol": 180.95, "smiles": "C[C@@H](O)CO", "e_tot_ev": -7334.1752, "largest_force_ha_per_bohr": 0.057, "spin_multiplicity": 1, "molar_mass_g_mol": 76.1, "homo_ev": -9.8}


# 6
{"formula": "C3H8O2P", "method": "ωB97M-V/def2-TZVPD", "symbols": ["C", "C", "C", "O", "O", "P", "H", "H", "H", "H", "H", "H", "H", "H"], "positions_angstrom": [[0.2512, 1.2626, -0.8303], [0.3729, -1.0641, 0.2123], [-0.0177, 0.3737, 0.3377], [-3.5930, -1.0511, -0.8906], [-4.1184, 1.1684, 0.2226], [-3.3325, -0.0947, 0.2178], [-0.0919, 0.7931, -1.7499], [-0.2617, 2.2163, -0.7160], [1.3293, 1.4809, -0.9465], [0.1081, -1.6127, 1.1147], [1.4562, -1.1934, 0.0430], [-0.1466, -1.5254, -0.6290], [0.1586, 0.8220, 1.3098], [-3.5006, -0.7689, 1.4776]], "forces_ev_per_a": [[-0.08, 0.02, 0.17], [-0.17, 0.13, 0.02], [-0.21, -0.16, -0.03], [0.45, -0.96, -0.34], [0.01, 0.84, 0.60], [0.19, 0.30, -0.31], [-0.04, 0.02, -0.16], [-0.03, 0.08, -0.09], [-0.04, -0.06, -0.02], [0.01, -0.13, 0.02], [0.02, 0.01, 0.00], [0.00, -0.08, -0.03], [-0.19, 0.03, 0.09], [0.06, -0.04, 0.09]], "de_lowest_kj_mol": 307.44, "e_tot_ev": -16624.4773, "largest_force_ha_per_bohr": 0.022, "spin_multiplicity": 1, "molar_mass_g_mol": 107.1, "homo_ev": [-3.8, -2.2], "charge": -1}